Formula: C24H48As2F12O12PdS6
Source: OMol25
Level of theory: wB97M-V/def2-TZVPD

Each line ends with the Löwdin charge.
Atoms and positions in Å:
Pd 0.102 0.506 1.120  1.17
As -3.329 -2.689 -2.587  0.76
F -1.589 -2.625 -2.704  -0.24
F -3.411 -1.756 -4.081  -0.25
F -5.042 -2.637 -2.351  -0.24
F -3.184 -3.588 -1.111  -0.25
F -3.282 -1.154 -1.617  -0.28
F -3.351 -4.192 -3.368  -0.22
As 3.246 2.484 0.320  0.83
F 1.448 2.690 0.570  -0.32
F 3.350 2.476 2.105  -0.27
F 4.947 2.051 0.171  -0.25
F 2.768 2.542 -1.352  -0.24
F 3.657 4.148 0.239  -0.22
F 2.853 0.792 0.268  -0.27
C 1.042 -4.288 -1.995  -0.20
C -0.004 -4.686 -0.911  -0.19
C -0.189 -3.579 0.126  -0.21
S 1.299 -2.609 -0.070  0.71
O 2.272 -3.152 0.842  -0.30
O 0.994 -1.205 0.102  -0.40
C 1.696 -2.930 -1.758  -0.23
H 0.756 -4.396 -3.031  0.10
H 1.962 -4.969 -1.940  0.13
H 0.394 -5.589 -0.423  0.12
H -1.010 -4.867 -1.300  0.10
H -0.238 -3.854 1.174  0.11
H -1.048 -2.890 -0.122  0.10
H 2.798 -3.047 -1.749  0.12
H 1.332 -2.104 -2.438  0.09
C 4.265 -0.688 3.707  -0.17
C 3.603 0.359 4.661  -0.18
C 2.284 -0.324 5.236  -0.18
S 1.644 -1.008 3.728  0.72
O 0.988 0.212 3.181  -0.42
O 0.843 -2.204 3.691  -0.30
C 3.142 -1.273 2.814  -0.22
H 4.656 -1.483 4.324  0.11
H 5.083 -0.214 3.151  0.12
H 3.240 1.222 4.016  0.10
H 4.278 0.725 5.392  0.10
H 1.528 0.388 5.498  0.09
H 2.447 -1.095 5.972  0.10
H 2.941 -0.879 1.814  0.07
H 3.136 -2.373 2.729  0.09
C -2.317 2.670 -3.679  -0.17
C -1.268 3.577 -3.026  -0.21
C -0.597 2.879 -1.860  -0.24
S -1.721 1.634 -1.395  0.67
O -2.882 2.090 -0.740  -0.26
O -0.945 0.526 -0.774  -0.41
C -2.202 1.285 -3.008  -0.23
H -2.028 2.526 -4.720  0.11
H -3.296 3.148 -3.468  0.12
H -1.655 4.615 -2.851  0.13
H -0.495 3.734 -3.816  0.12
H -0.510 3.636 -1.045  0.10
H 0.354 2.367 -2.023  0.09
H -3.092 0.662 -2.923  0.10
H -1.338 0.749 -3.361  0.06
C 3.339 -0.948 -5.460  -0.20
C 2.311 -2.107 -5.448  -0.22
C 0.903 -1.477 -5.251  -0.17
S 1.163 0.140 -4.341  0.70
O 0.548 0.110 -3.009  -0.36
O 0.850 1.216 -5.243  -0.30
C 2.940 -0.155 -4.185  -0.23
H 3.111 -0.332 -6.355  0.12
H 4.398 -1.310 -5.529  0.13
H 2.473 -2.835 -4.653  0.10
H 2.413 -2.674 -6.331  0.09
H 0.243 -2.111 -4.685  0.08
H 0.472 -1.276 -6.228  0.10
H 3.209 -0.722 -3.199  0.14
H 3.366 0.863 -4.145  0.11
C -4.009 -2.763 1.903  -0.19
C -4.805 -1.737 1.127  -0.19
C -4.007 -0.421 1.093  -0.16
S -2.700 -0.554 2.412  0.74
O -2.661 0.506 3.387  -0.32
O -1.382 -0.970 1.879  -0.41
C -3.309 -2.042 3.141  -0.19
H -3.302 -3.184 1.256  0.06
H -4.574 -3.682 2.205  0.13
H -5.727 -1.446 1.633  0.12
H -4.965 -2.165 0.125  0.10
H -4.591 0.451 1.296  0.10
H -3.496 -0.250 0.158  0.05
H -3.950 -1.752 3.991  0.12
H -2.361 -2.514 3.424  0.10
C 0.334 5.020 4.110  -0.20
C -0.852 4.376 4.691  -0.24
C -1.775 4.091 3.553  -0.22
S -0.720 3.716 2.173  0.71
O -1.030 4.642 1.118  -0.29
O -0.893 2.287 1.982  -0.41
C 0.844 4.124 2.950  -0.21
H 1.221 5.230 4.734  0.14
H -0.080 5.847 3.497  0.13
H -1.396 5.053 5.341  0.12
H -0.702 3.451 5.207  0.12
H -2.449 4.927 3.269  0.13
H -2.399 3.209 3.695  0.10
H 1.380 4.652 2.179  0.10
H 1.291 3.170 3.177  0.08

Results
Expectation value of S²: 2.003
Kohn-Sham gap (alpha / beta) in eV: 10.2 / 8.6
Total charge: 0
2S+1: 3